(1)
A molecular structure, C37H40AsDyNP2, computed with wB97M-V/def2-TZVPD.

Structure (ORCA input):
```
! RIJCOSX wB97M-V def2-TZVPD def2/J DEFGRID3
* xyz 1 6
C -3.7813 -4.1610 1.3022
C -2.9768 -3.7909 0.2253
C -3.5001 -2.7938 -0.6865
C -4.3352 -1.8014 -0.0889
C -5.0035 -2.0872 1.1098
C -4.7996 -3.3061 1.7471
C -4.2328 -0.4401 -0.6401
C -3.9115 -0.4120 -2.0752
C -3.1066 -1.4743 -2.5681
C -2.1798 -1.1172 -3.6245
C -2.5489 -0.1074 -4.5035
C -3.5537 0.8014 -4.1375
C -4.1615 0.7003 -2.8920
H -3.5602 -5.0824 1.8503
H -5.6808 -1.3331 1.5181
H -5.3908 -3.5748 2.6255
H -5.0200 0.2454 -0.3253
H -2.0008 0.0178 -5.4435
H -3.8153 1.6170 -4.8143
H -4.8433 1.4708 -2.5242
N -3.0534 -2.7011 -1.9717
Dy -1.1293 0.0538 0.6598
C -1.5219 -4.1582 0.1412
H -1.2321 -4.3194 -0.9065
H -1.2880 -5.0406 0.7577
C -0.7801 -1.6500 -3.5408
H -0.7835 -2.6805 -3.1581
H -0.2292 -1.5774 -4.4901
P -0.4823 -2.7044 0.7738
P 0.1340 -0.6362 -2.2903
C 0.6334 0.8681 -3.1395
H 1.3873 1.4006 -2.5462
H 1.0664 0.6043 -4.1153
H -0.2246 1.5312 -3.2911
C 1.6315 -1.5696 -1.9765
H 2.3204 -1.4354 -2.8229
H 2.1451 -1.2249 -1.0724
H 1.4070 -2.6374 -1.8884
C -0.8281 -2.7942 2.5737
H -0.4426 -3.7529 2.9432
H -0.3105 -1.9784 3.1006
H -1.9017 -2.7342 2.7845
C 1.1743 -3.4915 0.7310
H 1.9566 -2.7278 0.8449
H 1.2667 -4.2123 1.5578
H 1.3297 -4.0172 -0.2226
H -2.9941 0.1305 0.0227
H -1.1747 -0.2416 -1.3802
C 1.4581 2.9490 5.4772
C 0.2140 2.9117 4.8324
C 0.1313 2.5290 3.4915
C 1.2947 2.1478 2.8036
C 2.5347 2.1730 3.4419
C 2.6172 2.5862 4.7822
As 1.0759 1.5564 0.9384
C 1.4126 3.2697 0.0609
C 0.4344 3.8072 -0.7954
C 0.6682 5.0330 -1.4205
C 1.8544 5.7373 -1.1786
C 2.8100 5.2153 -0.2978
C 2.5820 3.9806 0.3307
C 2.8049 0.6914 0.6605
C 3.6246 1.0315 -0.4230
C 4.7997 0.3033 -0.6501
C 5.1369 -0.7712 0.1759
C 4.2949 -1.1292 1.2376
C 3.1322 -0.3953 1.4852
H 1.5213 3.2613 6.5220
H -0.6936 3.1860 5.3745
H -0.8417 2.5176 2.9826
H 3.4414 1.8686 2.9118
H 3.5897 2.6177 5.2744
H -0.4994 3.2656 -0.9722
H -0.0830 5.4428 -2.1019
H 2.0336 6.6953 -1.6727
H 3.7344 5.7580 -0.0951
H 3.3260 3.5813 1.0241
H 3.3657 1.8708 -1.0704
H 5.4536 0.5910 -1.4776
H 6.0552 -1.3345 -0.0027
H 4.5517 -1.9707 1.8851
H 2.4908 -0.6516 2.3326
*
```

Calculated values
- Strongest force on any atom: 3.66 eV/Å
- Relative energy (zero: lowest compared OMol25 entry of this formula, charge and spin): 0.5778 eV
- Kohn-Sham gap (alpha / beta): 0.20461 / 0.20467 hartree

---

(2)
A molecular structure, C37H40AuNOP3, computed with wB97M-V/def2-TZVPD.

Structure (ORCA input):
```
! RIJCOSX wB97M-V def2-TZVPD def2/J DEFGRID3
* xyz 1 3
C -1.6920 2.9746 -4.6697
C -1.3397 1.8125 -3.9964
C 0.0460 1.4561 -3.9462
C 1.0431 2.3748 -4.3509
C 0.6465 3.5363 -5.0125
C -0.7074 3.8232 -5.1920
C 2.4762 2.0168 -4.0625
C 2.6894 0.5263 -4.1305
C 1.6126 -0.3137 -3.7618
C 1.8002 -1.7234 -3.5987
C 3.0182 -2.2661 -3.9888
C 4.0442 -1.4521 -4.4918
C 3.8857 -0.0657 -4.5383
H -2.7528 3.2104 -4.7755
H 1.4095 4.2063 -5.4091
H -1.0131 4.7213 -5.7279
H 3.1569 2.5376 -4.7427
H 3.1559 -3.3458 -3.9039
H 4.9731 -1.9130 -4.8323
H 4.6888 0.5686 -4.9142
N 0.3682 0.1979 -3.5428
Au -0.0988 0.0464 -0.8350
C -2.3528 0.8578 -3.3985
H -2.1726 -0.1701 -3.7505
H -3.3725 1.1664 -3.6647
C 0.6440 -2.5641 -3.0836
H -0.2576 -2.3650 -3.6871
H 0.9051 -3.6302 -3.1490
P -2.2585 0.7859 -1.5635
P 0.1349 -2.2489 -1.3411
C 1.3204 -3.1789 -0.3323
H 1.0247 -3.0936 0.7221
H 1.3530 -4.2380 -0.6215
H 2.3139 -2.7309 -0.4526
C -1.4120 -3.1982 -1.1458
H -1.2017 -4.2739 -1.2451
H -1.8445 -3.0188 -0.1522
H -2.1440 -2.9030 -1.9101
C -2.6233 2.4729 -1.0173
H -3.5241 2.8566 -1.5202
H -2.7723 2.4472 0.0714
H -1.7619 3.1103 -1.2545
C -3.6905 -0.2039 -1.0386
H -3.6468 -0.3491 0.0494
H -4.6232 0.3221 -1.2951
H -3.6819 -1.1861 -1.5323
H 2.7262 2.3610 -3.0349
H 1.5261 -0.2713 -0.9498
O -0.0882 1.3095 1.3370
P 0.0215 0.5093 2.6300
C -1.5497 -0.4425 2.9232
C -2.3638 -0.2443 4.0600
C -3.4015 -1.1159 4.4083
C -3.9050 -1.9801 3.4337
C -3.2764 -2.0317 2.1810
C -2.1154 -1.2769 1.9417
C 1.7130 -0.2160 2.8675
C 2.3291 -1.0021 1.8822
C 3.4575 -1.7814 2.1598
C 4.1086 -1.6709 3.3958
C 3.6243 -0.7592 4.3382
C 2.5300 0.0513 3.9971
C -0.0337 1.4656 4.1386
C 0.0205 0.6545 5.2872
C -0.0955 1.2395 6.5396
C -0.2678 2.6355 6.6033
C -0.3581 3.4339 5.4548
C -0.2303 2.8430 4.1930
H -2.2268 0.6405 4.6776
H -3.8285 -1.1176 5.4181
H -4.7851 -2.5898 3.6461
H -3.7121 -2.6705 1.4041
H -1.6726 -1.2569 0.9433
H 1.9355 -0.9592 0.8697
H 3.8410 -2.5049 1.4328
H 4.9948 -2.2699 3.6082
H 4.1004 -0.6981 5.3247
H 2.3177 0.9247 4.6120
H 0.1112 -0.4278 5.1762
H -0.0872 0.5945 7.4266
H -0.3412 3.0831 7.5936
H -0.5186 4.5127 5.5383
H -0.2668 3.4329 3.2779
*
```

Calculated values
- Strongest force on any atom: 2.25 eV/Å
- Relative energy (zero: lowest compared OMol25 entry of this formula, charge and spin): 0.0000 eV
- Kohn-Sham gap (alpha / beta): 0.26125 / 0.25832 hartree

---

(3)
A molecular structure, C37H40BBrIN8O4PV, computed with wB97M-V/def2-TZVPD.

Structure (ORCA input):
```
! RIJCOSX wB97M-V def2-TZVPD def2/J DEFGRID3
* xyz 0 2
V -0.2438 0.6411 0.9660
O -3.8852 -0.4641 0.9302
C -2.7541 -0.2906 1.3434
N -2.0737 0.8731 1.5140
C -2.7213 2.0549 1.5518
O -3.8986 2.2763 1.3059
C -1.8415 3.1767 2.0310
C -2.3559 4.4707 2.0031
C -1.5827 5.5121 2.4744
C -0.3160 5.2219 2.9620
C 0.1033 3.8993 2.9637
N -0.6279 2.8946 2.5066
C -1.8718 -1.4091 1.7781
C -2.3883 -2.6536 2.0940
C -1.5222 -3.6768 2.4437
C -0.1599 -3.3926 2.4296
C 0.2736 -2.1194 2.1170
N -0.5541 -1.1121 1.8028
H -3.3557 4.6105 1.6216
H -1.9593 6.5241 2.4693
H 0.3247 6.0009 3.3439
H 1.0724 3.6360 3.3696
H -3.4575 -2.7905 2.0417
H -1.8868 -4.6613 2.6958
H 0.5609 -4.1630 2.6560
H 1.3360 -1.9072 2.0757
Br 5.3888 1.0095 3.4389
C 4.4230 0.7972 5.0573
C 5.1359 0.7286 6.2437
C 4.4522 0.5767 7.4377
C 3.0685 0.4972 7.4401
C 2.3690 0.5640 6.2468
C 3.0394 0.7142 5.0409
I 1.8583 0.7527 3.1333
H 6.2145 0.7902 6.2268
H 5.0029 0.5177 8.3642
H 2.5313 0.3788 8.3701
H 1.2915 0.4980 6.2403
N -1.6876 3.7379 -1.5467
C -0.6339 4.5002 -1.1307
C 0.1222 3.6862 -0.3395
N -0.4545 2.4522 -0.2711
C -1.5399 2.5153 -1.0023
H -2.4553 4.0430 -2.1242
H -0.5078 5.5189 -1.4395
H 1.0289 3.9120 0.1886
H -2.2243 1.7071 -1.1699
C -3.7714 -2.6466 -5.6976
C -3.9503 -3.5740 -4.4865
C -5.3457 -3.3718 -3.8807
C -3.8256 -5.0171 -4.9795
C -2.8864 -3.2251 -3.4565
C -1.9534 -4.1533 -3.0025
C -0.9482 -3.8378 -2.0970
C -0.9047 -2.5418 -1.6383
O -0.0666 -1.9450 -0.7501
B -0.5336 -0.6341 -0.5812
O -1.6170 -0.4283 -1.4265
C -1.8532 -1.6073 -2.0602
C -2.8371 -1.9198 -2.9664
H -4.4944 -2.8891 -6.4738
H -2.7707 -2.7637 -6.1096
H -3.9094 -1.6053 -5.4219
H -6.1101 -3.5291 -4.6398
H -5.4609 -2.3668 -3.4851
H -5.5159 -4.0744 -3.0673
H -4.5711 -5.2117 -5.7466
H -3.9836 -5.7274 -4.1716
H -2.8436 -5.1839 -5.4161
H -2.0028 -5.1701 -3.3515
H -0.2412 -4.5798 -1.7621
H -3.5425 -1.1615 -3.2593
C 3.4984 -0.3927 -2.5744
N 2.9145 0.9294 -2.7518
C 3.8975 1.9384 -2.3923
N 4.4197 1.7687 -1.0500
C 4.9933 0.4386 -0.9378
N 4.0385 -0.6139 -1.2455
C 2.9936 -0.7015 -0.2479
P 1.9381 0.8411 -0.1187
C 1.7076 1.0825 -1.9715
C 3.4267 2.0168 -0.0273
H 4.3119 -0.5028 -3.2992
H 2.7329 -1.1461 -2.7791
H 3.4402 2.9282 -2.4830
H 4.7315 1.8671 -3.0979
H 5.3773 0.3008 0.0758
H 5.8235 0.3668 -1.6486
H 3.4595 -0.8915 0.7277
H 2.3263 -1.5356 -0.4950
H 1.3132 2.0931 -2.1405
H 0.9612 0.3612 -2.3228
H 3.9119 1.9127 0.9494
H 3.0801 3.0514 -0.1368
*
```

Calculated values
- Strongest force on any atom: 4.55 eV/Å
- Relative energy (zero: lowest compared OMol25 entry of this formula, charge and spin): 1.2685 eV
- Kohn-Sham gap (alpha / beta): 0.21926 / 0.18588 hartree

---

(4)
A molecular structure, C37H40CoN7O4P2S2, computed with wB97M-V/def2-TZVPD.

Structure (ORCA input):
```
! RIJCOSX wB97M-V def2-TZVPD def2/J DEFGRID3
* xyz 2 5
Co -1.7901 -0.9260 -0.6858
C 0.1174 -1.7114 -5.9667
C -0.9641 -0.9351 -5.3188
N -1.7093 -0.0444 -5.8767
N -2.5518 0.3798 -4.8906
C -2.3483 -0.2116 -3.7230
S -3.1687 0.0220 -2.2632
N -1.3338 -1.0684 -3.9802
N -0.8196 -1.9238 -3.0100
H 0.2196 -1.3780 -6.9958
H -0.1139 -2.7784 -5.9685
H 1.0679 -1.5604 -5.4504
H -3.2446 1.0848 -5.0892
H 0.1895 -1.8138 -2.9878
H -1.0443 -2.8846 -3.2508
C -0.8148 -4.7472 -0.5115
C -1.6971 -3.9790 0.4099
N -2.0240 -2.6944 0.3323
C -2.9104 -2.4470 1.3727
C -3.1121 -3.5947 2.0727
N -2.3368 -4.5328 1.4497
C -3.8776 -4.0223 3.2889
O -4.6618 -3.1398 3.8508
O -3.7267 -5.1557 3.6652
C -3.5063 -1.0933 1.5368
O -4.3471 -0.8878 2.3949
O -3.0386 -0.2046 0.7144
H -0.1724 -4.0717 -1.0706
H -1.4176 -5.3346 -1.2092
H -0.1796 -5.4377 0.0429
H -2.3011 -5.4911 1.7766
H -4.6933 -2.2892 3.3491
C 6.0095 3.0771 1.5595
S 4.7389 2.5900 0.3824
C 3.3561 3.6298 0.9214
C 2.0497 3.0056 0.4329
C 1.7219 1.7326 1.1969
N 0.5547 0.9928 0.6564
P 0.5642 -0.1009 -0.6494
C 1.9477 -1.2173 -0.3523
C 3.2666 -0.8474 -0.6336
C 4.3123 -1.6834 -0.2766
C 4.0491 -2.8904 0.3626
C 2.7424 -3.2566 0.6606
C 1.6934 -2.4205 0.3080
C 0.8642 0.7643 -2.2037
C 0.1130 1.9172 -2.4541
C 0.1291 2.4997 -3.7098
C 0.8811 1.9291 -4.7345
C 1.6233 0.7832 -4.4930
C 1.6152 0.1941 -3.2315
P -0.9626 0.9658 1.3839
C -1.6784 2.5910 1.4390
C -1.2721 3.4736 2.4448
C -1.7331 4.7806 2.4322
C -2.5993 5.1985 1.4281
C -3.0102 4.3153 0.4366
C -2.5525 3.0077 0.4343
C -0.8554 0.2520 2.9921
C 0.2302 -0.5744 3.3158
C 0.2612 -1.2013 4.5482
C -0.7879 -1.0249 5.4469
C -1.8692 -0.2128 5.1218
C -1.9124 0.4269 3.8952
H 6.9000 2.4999 1.3188
H 5.7023 2.8517 2.5796
H 6.2459 4.1349 1.4616
H 3.4605 4.6311 0.5065
H 3.3747 3.7161 2.0118
H 2.1401 2.7889 -0.6351
H 1.2285 3.7199 0.5425
H 1.5033 1.9664 2.2421
H 2.5768 1.0564 1.1985
H 3.4824 0.1013 -1.1123
H 5.3322 -1.3882 -0.4903
H 4.8669 -3.5453 0.6372
H 2.5467 -4.1906 1.1746
H 0.6738 -2.6832 0.5679
H -0.4784 2.3667 -1.6615
H -0.4397 3.4031 -3.8918
H 0.8983 2.3903 -5.7136
H 2.2344 0.3565 -5.2800
H 2.2233 -0.6849 -3.0468
H -0.6125 3.1395 3.2386
H -1.4270 5.4675 3.2104
H -2.9676 6.2167 1.4253
H -3.7016 4.6434 -0.3289
H -2.8914 2.3092 -0.3224
H 1.0486 -0.7098 2.6186
H 1.1049 -1.8256 4.8149
H -0.7620 -1.5234 6.4079
H -2.6816 -0.0796 5.8247
H -2.7616 1.0468 3.6322
*
```

Calculated values
- Strongest force on any atom: 0.59 eV/Å
- Kohn-Sham gap (alpha / beta): 0.28475 / 0.19857 hartree

---

(5)
A gas-phase ion, C37H40N5O4 (charge +1), computed with wB97M-V/def2-TZVPD.

Structure (ORCA input):
```
! RIJCOSX wB97M-V def2-TZVPD def2/J DEFGRID3
* xyz 1 1
C -7.0773 0.5671 -3.6994
N -6.4635 -0.6206 -3.1304
C -7.4094 -1.5344 -2.5162
C -5.1225 -0.6909 -2.9089
C -4.3369 0.4781 -2.9481
C -3.0818 0.4622 -2.3893
N -2.4653 -0.7036 -2.0572
C -1.1763 -0.7080 -1.2492
C -0.2199 0.3375 -1.8314
O -0.5182 1.5292 -1.9050
C 1.1539 -0.0826 -2.2458
C 2.1362 0.9193 -2.3700
C 3.4859 0.5680 -2.4194
C 3.8591 -0.7807 -2.4442
C 2.8757 -1.7756 -2.4670
C 1.5272 -1.4293 -2.3881
C -1.4083 -0.4825 0.2315
C -0.0735 -0.4909 0.9188
C 0.6910 0.6236 1.0160
N 1.8305 0.7355 1.7541
C 2.5764 1.9902 1.8016
C 3.0946 2.4178 0.4291
C 3.9965 3.6290 0.4804
C 5.2820 3.5574 -0.0646
C 6.1392 4.6580 0.0188
C 5.7031 5.8391 0.6346
C 4.4082 5.9145 1.1645
C 3.5513 4.8113 1.0815
C 3.6782 1.6659 2.8067
O 4.4773 2.4521 3.3138
N 3.5973 0.3271 3.0771
C 4.4892 -0.3001 4.0204
C 2.4267 -0.3519 2.5328
C 2.8507 -1.5474 1.6670
C 1.4731 -0.8262 3.6430
C -2.4013 -1.5377 0.7933
C -3.7795 -1.2702 0.8789
C -4.6756 -2.2932 1.2151
C -4.2140 -3.5510 1.5928
C -2.8295 -3.7654 1.6493
N -2.2776 -4.9603 2.1973
O -3.0452 -5.8815 2.5511
O -1.0280 -5.0367 2.3142
C -1.9332 -2.7892 1.1654
C -3.1633 -1.8719 -2.1412
C -4.4735 -1.9002 -2.5278
H -6.4817 0.9410 -4.5412
H -8.0723 0.2853 -4.0617
H -7.1915 1.3758 -2.9582
H -6.9093 -2.4167 -2.0993
H -7.9698 -1.0273 -1.7069
H -8.1355 -1.8469 -3.2822
H -4.7151 1.4362 -3.2942
H -2.5333 1.3785 -2.2125
H -0.7719 -1.7163 -1.3776
H 1.8238 1.9671 -2.3851
H 4.2450 1.3533 -2.4423
H 4.9153 -1.0505 -2.4545
H 3.1519 -2.8275 -2.5460
H 0.7572 -2.2002 -2.4380
H -1.8764 0.5165 0.3296
H 0.2304 -1.4122 1.4013
H 0.3864 1.5494 0.5144
H 1.9457 2.8064 2.2061
H 3.6360 1.5689 -0.0134
H 2.2239 2.6127 -0.2196
H 5.6089 2.6167 -0.5158
H 7.1498 4.5837 -0.3866
H 6.3702 6.7011 0.6972
H 4.0620 6.8263 1.6559
H 2.5463 4.8474 1.5085
H 5.3450 0.3566 4.1907
H 3.9815 -0.4872 4.9758
H 4.8377 -1.2572 3.6207
H 3.4166 -1.2037 0.7904
H 3.4769 -2.2124 2.2766
H 1.9790 -2.1113 1.3220
H 1.2643 -0.0002 4.3346
H 0.5237 -1.1682 3.2222
H 1.9342 -1.6599 4.1860
H -4.1489 -0.2704 0.6323
H -5.7522 -2.1081 1.1714
H -4.8789 -4.3734 1.8502
H -0.8802 -3.0656 1.0951
H -2.6258 -2.7567 -1.7961
H -4.9986 -2.8514 -2.4957
*
```

Calculated values
- Strongest force on any atom: 3.80 eV/Å
- Relative energy (zero: lowest compared OMol25 entry of this formula, charge and spin): 0.0000 eV
- Kohn-Sham gap: 0.25044 hartree